*A*
# C39H33AsCl3F10N6O9SSi2TeTi

C39H33AsCl3F10N6O9SSi2TeTi as an isolated structure (ωB97M-V/def2-TZVPD, the Open Molecules 2025 dataset).

```
! RIJCOSX wB97M-V def2-TZVPD def2/J DEFGRID3
* xyz -2 2
Ti 2.221 -0.061 -1.953
C 1.598 -6.935 3.241
C 1.897 -6.013 2.091
C 2.167 -4.664 2.310
C 2.418 -3.807 1.253
C 2.384 -4.314 -0.037
C 2.136 -5.652 -0.286
C 1.894 -6.496 0.786
S 2.719 -3.200 -1.363
O 4.003 -2.613 -0.907
O 2.735 -3.891 -2.612
N 1.658 -2.020 -1.210
C 0.305 -2.373 -0.976
C -0.222 -3.621 -1.329
C -1.495 -3.949 -0.910
C -2.242 -3.005 -0.222
C -1.677 -1.761 -0.032
N -0.424 -1.442 -0.370
H 1.846 -6.469 4.194
H 2.162 -7.864 3.157
H 0.537 -7.195 3.260
H 2.189 -4.278 3.322
H 2.646 -2.761 1.422
H 2.132 -6.016 -1.305
H 1.695 -7.546 0.605
H 0.351 -4.297 -1.942
H -1.928 -4.912 -1.151
H -3.255 -3.211 0.096
H -2.262 -0.973 0.432
O -0.775 5.316 -3.301
C -0.258 4.245 -3.155
C -0.348 3.325 -2.006
O -0.984 3.606 -0.849
C 0.429 2.218 -2.198
C 1.267 2.370 -3.363
O 2.245 1.643 -3.485
C 0.797 3.617 -4.105
O 1.225 4.087 -5.110
O 0.730 1.308 -1.335
F 3.498 -0.618 -2.970
As 5.925 -2.213 -1.057
F 5.821 -1.959 0.636
F 5.533 -0.558 -1.297
F 7.608 -1.914 -1.133
F 5.777 -2.511 -2.739
F 6.158 -3.900 -0.779
F -1.849 -2.659 -4.511
C -2.845 -2.123 -3.785
C -3.884 -2.945 -3.407
F -3.823 -4.230 -3.802
C -4.957 -2.508 -2.619
C -4.920 -1.136 -2.332
C -3.886 -0.313 -2.724
F -3.904 0.971 -2.320
C -2.795 -0.776 -3.449
C -1.636 0.066 -3.797
C -0.365 -0.348 -3.554
N 0.747 -0.646 -3.309
C -1.768 1.358 -4.354
N -1.877 2.426 -4.785
F -5.876 -0.596 -1.554
C -5.952 -3.413 -2.087
C -5.619 -4.762 -1.839
N -5.358 -5.870 -1.624
C -7.236 -2.989 -1.687
N -8.301 -2.679 -1.353
C 0.774 6.320 -0.153
Si 0.061 6.256 1.572
C -1.108 7.685 1.874
C 1.425 6.208 2.840
C -0.971 4.665 1.754
Te -0.056 3.022 0.818
C -1.430 1.602 1.447
Si -1.349 1.034 3.283
C -3.083 1.316 3.933
C -0.122 2.057 4.254
C -0.888 -0.762 3.364
H 1.354 7.236 -0.286
H 0.008 6.283 -0.931
H 1.466 5.488 -0.330
H -0.590 8.640 1.761
H -1.519 7.646 2.885
H -1.939 7.670 1.166
H 2.005 7.134 2.811
H 2.127 5.389 2.670
H 1.034 6.094 3.854
H -1.944 4.739 1.260
H -1.131 4.396 2.800
H -1.260 0.745 0.789
H -2.397 2.060 1.226
H -3.367 2.369 3.867
H -3.155 1.015 4.981
H -3.815 0.734 3.368
H -0.436 3.092 4.403
H 0.875 2.052 3.804
H -0.002 1.611 5.244
H -1.491 -1.369 2.688
H -1.041 -1.122 4.386
H 0.163 -0.900 3.106
Cl 5.040 5.372 3.458
C 3.376 2.415 0.532
Cl 3.622 3.557 1.737
Cl 3.605 2.949 -1.094
C 3.244 0.971 0.795
O 3.336 0.503 1.903
O 2.846 0.281 -0.267
*
```

Calculated values
Gap between HOMO and LUMO (alpha / beta) in eV: 4.46 / 4.47
HOMO energy (alpha / beta) in eV: -3.04 / -3.04

Here are the Mulliken charges for atoms 1 to 5, given in e: Ti -0.15; C -1.56; C 1.18; C -0.93; C -0.72



*B*
# C39H33AsCl3F10N6O9SSi2TeTi

C39H33AsCl3F10N6O9SSi2TeTi as an isolated structure (ωB97M-V/def2-TZVPD, the Open Molecules 2025 dataset).

```
! RIJCOSX wB97M-V def2-TZVPD def2/J DEFGRID3
* xyz -2 2
Ti -0.348 -0.022 0.113
C -6.086 -5.092 5.234
C -4.885 -4.502 4.543
C -3.609 -5.011 4.757
C -2.504 -4.469 4.116
C -2.682 -3.420 3.232
C -3.943 -2.894 2.995
C -5.030 -3.435 3.661
S -1.316 -1.276 2.821
O -1.568 -2.924 2.572
O -0.883 -1.152 4.209
N -0.033 -1.191 1.770
C 1.170 -1.868 1.964
C 1.545 -2.499 3.169
C 2.768 -3.123 3.239
C 3.616 -3.123 2.134
C 3.166 -2.478 1.003
N 1.987 -1.867 0.906
H -5.787 -5.798 6.010
H -6.726 -5.623 4.526
H -6.693 -4.313 5.700
H -3.472 -5.839 5.445
H -1.505 -4.849 4.288
H -4.081 -2.070 2.304
H -6.011 -3.010 3.482
H 0.886 -2.469 4.019
H 3.067 -3.607 4.161
H 4.584 -3.605 2.150
H 3.786 -2.453 0.109
O -3.021 -5.110 -1.925
C -2.528 -4.077 -1.574
C -3.211 -2.977 -0.732
O -4.336 -3.005 -0.308
C -2.166 -1.954 -0.597
C -1.001 -2.323 -1.219
O -0.013 -1.460 -1.122
C -1.092 -3.611 -1.884
O -0.276 -4.217 -2.541
O -2.163 -0.792 -0.005
F -0.099 1.256 -1.519
As -0.372 1.398 -3.348
F 0.536 -0.079 -3.530
F 1.167 2.226 -3.350
F -0.535 1.544 -5.046
F -1.178 2.864 -3.032
F -1.799 0.482 -3.133
F -2.282 4.509 1.751
C -3.547 4.584 1.303
C -4.063 5.830 1.023
F -3.242 6.884 1.187
C -5.379 6.038 0.573
C -6.100 4.843 0.416
C -5.572 3.597 0.676
F -6.358 2.524 0.481
C -4.277 3.410 1.144
C -3.736 2.082 1.489
C -2.455 1.730 1.285
N -1.333 1.377 1.123
C -4.522 1.103 2.164
N -5.153 0.315 2.720
F -7.382 4.889 0.008
C -5.930 7.340 0.307
C -5.315 8.538 0.739
N -4.875 9.551 1.087
C -7.141 7.538 -0.396
N -8.127 7.767 -0.959
C 2.916 -3.619 -2.595
Si 4.191 -2.533 -3.398
C 4.644 -3.154 -5.106
C 5.745 -2.405 -2.349
C 3.501 -0.778 -3.589
Te 2.807 -0.040 -1.741
C 4.478 1.176 -1.360
Si 4.488 2.900 -2.180
C 6.167 3.608 -1.732
C 4.360 2.710 -4.037
C 3.122 3.957 -1.510
H 3.352 -4.580 -2.307
H 2.075 -3.821 -3.260
H 2.479 -3.178 -1.694
H 5.089 -4.150 -5.051
H 5.359 -2.491 -5.598
H 3.754 -3.220 -5.735
H 6.195 -3.390 -2.204
H 5.533 -1.998 -1.356
H 6.493 -1.763 -2.820
H 2.623 -0.773 -4.239
H 4.248 -0.088 -3.982
H 5.356 0.611 -1.685
H 4.518 1.294 -0.275
H 6.983 2.985 -2.105
H 6.273 3.695 -0.648
H 6.284 4.607 -2.158
H 5.159 2.085 -4.445
H 4.439 3.693 -4.507
H 3.396 2.287 -4.328
H 3.216 4.119 -0.435
H 2.135 3.525 -1.688
H 3.147 4.933 -2.001
Cl 1.297 1.236 3.728
C 2.432 1.844 2.522
Cl 3.126 3.381 3.046
Cl 3.756 0.665 2.315
C 1.631 2.022 1.184
O 1.306 3.121 0.831
O 1.391 0.887 0.603
*
```

Calculated values
Gap between HOMO and LUMO (alpha / beta) in eV: 4.63 / 2.72
HOMO energy (alpha / beta) in eV: -2.20 / -2.20

Here are the Mulliken charges for atoms 1 to 5, given in e: Ti -0.22; C -1.47; C 1.02; C -0.64; C -0.59



In order of decreasing stability: *B*, *A*.



*A*
# C3H9OP

One molecule with the formula C3H9OP (ωB97M-V/def2-TZVPD, the Open Molecules 2025 dataset).

```
! RIJCOSX wB97M-V def2-TZVPD def2/J DEFGRID3
* xyz 0 1
C 0.654 -0.274 -1.155
C -0.204 -0.312 0.072
C 0.561 0.674 1.190
O -0.217 -1.592 0.604
P -1.992 0.270 -0.096
H 0.578 0.662 -1.708
H 0.124 -0.790 -1.968
H 1.645 -0.561 -0.841
H 0.300 0.346 2.290
H 0.037 1.712 1.169
H 1.636 0.569 1.100
H 0.423 -1.627 1.358
H -2.104 -0.422 -1.267
H -1.440 1.344 -0.748
*
```

Calculated values
SMILES string: CC(C)(O)P
Gap between HOMO and LUMO in eV: 10.55
HOMO energy in eV: -9.70

Here are the Mulliken charges for atoms 1 to 5, given in e: C -1.28; C 0.64; C -1.31; O -0.55; P -0.01



*B*
# C3H9OP

A 2-piece molecular cluster, C3H9OP overall (ωB97M-V/def2-TZVPD, the Open Molecules 2025 dataset).

```
! RIJCOSX wB97M-V def2-TZVPD def2/J DEFGRID3
* xyz 0 1
C -1.088 0.682 1.259
P -0.747 0.142 -0.308
C 0.175 0.873 -1.467
C -0.832 -1.644 -0.472
H -2.119 0.499 1.373
H -0.683 1.606 1.157
H 0.603 0.353 -2.290
H 0.379 1.999 -1.162
H -0.039 -1.850 0.309
H -1.830 -2.037 -0.068
H -0.622 -2.028 -1.449
O 2.252 0.135 0.803
H 2.305 0.207 1.758
H 2.249 1.064 0.559
*
```

Calculated values
SMILES string: C=P(=C)C.O
Gap between HOMO and LUMO in eV: 8.19
HOMO energy in eV: -7.74

Here are the Mulliken charges for atoms 1 to 5, given in e: C -0.95; P 0.62; C -0.84; C -0.85; H 0.35



In order of decreasing stability: *A*, *B*.



*A*
# C33H48AsIN7O5SeSi3Ti

C33H48AsIN7O5SeSi3Ti as an isolated structure (ωB97M-V/def2-TZVPD, the Open Molecules 2025 dataset).

```
! RIJCOSX wB97M-V def2-TZVPD def2/J DEFGRID3
* xyz 1 1
Ti 0.706 -0.322 0.657
O -4.613 0.234 3.841
C -3.534 0.155 3.051
C -3.447 -0.736 1.975
C -2.279 -0.740 1.250
N -1.269 0.070 1.527
C -1.339 0.899 2.559
C -2.454 0.990 3.358
C -0.013 1.585 2.778
O 0.208 2.315 3.706
O 0.871 1.186 1.879
C -1.903 -1.700 0.160
O -2.648 -2.548 -0.274
O -0.655 -1.524 -0.189
H -5.301 -0.381 3.550
H -4.240 -1.429 1.722
H -2.478 1.664 4.203
C 1.594 -1.132 3.646
N 2.072 -1.237 2.246
C 2.425 -2.657 2.012
C 3.289 -0.384 2.149
C 3.652 -0.080 0.728
C 4.993 -0.053 0.357
C 5.361 0.350 -0.916
C 4.371 0.750 -1.799
C 3.037 0.712 -1.415
C 2.625 0.264 -0.164
H 2.434 -1.324 4.320
H 0.814 -1.867 3.810
H 1.228 -0.131 3.850
H 3.074 -3.003 2.822
H 2.950 -2.759 1.070
H 1.517 -3.259 1.989
H 4.103 -0.863 2.703
H 3.049 0.553 2.653
H 5.749 -0.343 1.078
H 6.403 0.360 -1.208
H 4.629 1.096 -2.793
H 2.312 1.044 -2.143
Se -1.931 -5.788 1.018
N -3.241 -5.568 2.204
C -2.882 -4.539 2.944
C -3.626 -4.033 4.056
C -3.095 -2.996 4.742
C -1.839 -2.429 4.324
N -1.138 -2.834 3.311
C -1.626 -3.913 2.619
N -0.951 -4.437 1.615
H -4.563 -4.504 4.325
H -3.587 -2.574 5.608
H -1.449 -1.588 4.891
C -3.220 2.594 0.262
Si -2.420 2.156 -1.375
C -2.452 3.717 -2.405
C -3.530 0.858 -2.140
As -0.121 1.407 -1.288
Si 0.975 3.547 -0.989
C 2.660 3.485 -0.193
C -0.126 4.468 0.227
C 1.143 4.404 -2.649
Si -0.076 0.419 -3.509
C -1.209 -1.084 -3.485
C -0.707 1.686 -4.738
C 1.582 -0.191 -4.121
H -4.083 3.205 -0.024
H -2.646 3.173 0.980
H -3.615 1.710 0.756
H -3.494 4.053 -2.428
H -2.118 3.598 -3.432
H -1.874 4.519 -1.944
H -4.553 1.200 -1.954
H -3.437 -0.142 -1.718
H -3.405 0.782 -3.220
H 2.680 2.898 0.724
H 2.844 4.534 0.068
H 3.461 3.152 -0.848
H 0.498 4.807 1.057
H -0.920 3.863 0.656
H -0.587 5.347 -0.229
H 1.377 3.713 -3.460
H 1.984 5.098 -2.573
H 0.262 4.977 -2.938
H -2.056 -0.930 -4.155
H -1.597 -1.375 -2.513
H -0.631 -1.927 -3.873
H -1.797 1.718 -4.767
H -0.363 1.363 -5.725
H -0.340 2.699 -4.582
H 2.075 -0.908 -3.466
H 2.283 0.608 -4.371
H 1.324 -0.708 -5.052
I 4.426 -4.310 -3.341
C 2.847 -3.517 -2.294
C 1.532 -3.934 -2.291
N 0.872 -3.104 -1.475
N 1.664 -2.163 -0.944
C 2.877 -2.412 -1.437
H 1.035 -4.739 -2.804
H -0.106 -3.077 -1.212
H 3.717 -1.792 -1.176
*
```

Calculated values
Gap between HOMO and LUMO in eV: 7.47
HOMO energy in eV: -11.01

Here are the Mulliken charges for atoms 1 to 5, given in e: Ti -2.32; O -0.58; C 0.32; C -0.22; C -0.19



*B*
# C33H48AsIN7O5SeSi3Ti

C33H48AsIN7O5SeSi3Ti as an isolated structure (ωB97M-V/def2-TZVPD, the Open Molecules 2025 dataset).

```
! RIJCOSX wB97M-V def2-TZVPD def2/J DEFGRID3
* xyz 1 1
Ti -0.637 -0.552 -0.233
O 4.178 -2.618 3.067
C 3.138 -2.126 2.387
C 2.131 -1.358 2.988
C 1.124 -0.892 2.176
N 1.111 -1.123 0.873
C 1.966 -1.983 0.329
C 3.027 -2.490 1.038
C 1.440 -2.470 -1.012
O 2.087 -3.158 -1.754
O 0.192 -2.083 -1.183
C -0.216 -0.342 2.618
O -0.445 0.023 3.737
O -1.086 -0.419 1.624
H 4.144 -2.362 3.996
H 2.095 -1.177 4.055
H 3.713 -3.197 0.591
C 0.189 2.977 1.999
N -0.780 2.301 1.140
C -2.074 2.280 1.822
C -0.903 3.016 -0.115
C -1.759 2.304 -1.130
C -2.440 3.092 -2.054
C -3.098 2.535 -3.142
C -3.084 1.161 -3.312
C -2.439 0.367 -2.368
C -1.778 0.904 -1.254
H -0.116 4.016 2.199
H 1.162 2.983 1.519
H 0.258 2.459 2.955
H -2.421 3.305 2.024
H -1.991 1.746 2.766
H -2.816 1.779 1.206
H 0.098 3.144 -0.541
H -1.313 4.027 0.051
H -2.430 4.169 -1.932
H -3.607 3.172 -3.854
H -3.576 0.705 -4.162
H -2.426 -0.702 -2.545
Se 3.409 4.945 -2.336
N 4.892 4.710 -1.407
C 4.637 3.747 -0.545
C 5.556 3.243 0.425
C 5.110 2.269 1.250
C 3.769 1.774 1.120
N 2.895 2.173 0.247
C 3.306 3.182 -0.589
N 2.488 3.702 -1.483
H 6.557 3.648 0.478
H 5.748 1.848 2.015
H 3.444 0.987 1.798
C -5.477 -1.192 -2.003
Si -4.908 -1.569 -0.264
C -4.962 -0.035 0.789
C -5.965 -2.934 0.451
As -2.649 -2.328 -0.287
Si -2.407 -3.606 1.708
C -0.580 -3.957 1.941
C -3.093 -2.611 3.128
C -3.321 -5.226 1.543
Si -2.403 -3.918 -2.054
C -1.033 -5.110 -1.636
C -2.017 -3.024 -3.644
C -4.029 -4.829 -2.204
H -6.571 -1.194 -2.011
H -5.143 -1.922 -2.741
H -5.144 -0.205 -2.320
H -5.999 0.205 1.040
H -4.544 0.811 0.240
H -4.405 -0.152 1.721
H -7.009 -2.735 0.191
H -5.902 -2.975 1.540
H -5.710 -3.914 0.049
H -0.093 -3.174 2.524
H -0.050 -4.076 0.994
H -0.469 -4.891 2.498
H -2.759 -1.574 3.102
H -2.754 -3.047 4.072
H -4.184 -2.627 3.135
H -3.029 -5.790 0.656
H -4.402 -5.089 1.530
H -3.078 -5.844 2.413
H -0.054 -4.658 -1.796
H -1.116 -5.970 -2.306
H -1.087 -5.491 -0.615
H -1.124 -2.406 -3.546
H -2.849 -2.411 -3.997
H -1.817 -3.774 -4.414
H -4.238 -5.444 -1.327
H -3.972 -5.499 -3.067
H -4.876 -4.161 -2.364
I 4.621 1.172 -3.489
C 2.643 0.913 -3.000
C 1.531 1.379 -3.664
N 0.471 1.039 -2.926
N 0.815 0.368 -1.812
C 2.144 0.299 -1.854
H 1.425 1.917 -4.591
H -0.502 1.249 -3.096
H 2.713 -0.167 -1.073
*
```

Calculated values
Gap between HOMO and LUMO in eV: 7.66
HOMO energy in eV: -11.11

Here are the Mulliken charges for atoms 1 to 5, given in e: Ti -1.39; O -0.55; C 0.54; C -0.62; C -0.57



In order of decreasing stability: *A*, *B*.



*A*
# C9H16N2

One molecule with the formula C9H16N2 (ωB97M-V/def2-TZVPD, the Open Molecules 2025 dataset).

```
! RIJCOSX wB97M-V def2-TZVPD def2/J DEFGRID3
* xyz 0 1
C 0.282 -0.872 2.263
C -0.950 -0.799 0.146
C 1.267 -0.184 -0.133
C -0.300 -0.066 1.280
C 0.266 -1.089 -0.747
C 0.880 -2.480 -0.628
C 0.008 -0.877 -2.284
C -0.304 1.939 2.634
C -0.949 2.040 0.370
N 0.729 -1.449 3.172
N -0.712 1.166 1.482
H -1.678 -1.491 0.533
H -1.713 -0.126 -0.371
H 1.551 0.898 -0.339
H 1.958 -0.756 0.351
H 1.076 -2.786 0.396
H 1.841 -2.504 -1.161
H 0.272 -3.305 -0.987
H -0.851 -0.200 -2.478
H -0.374 -1.753 -2.661
H 0.952 -0.529 -2.684
H -1.113 2.792 2.589
H -0.484 1.389 3.516
H 0.736 2.330 2.590
H -0.510 2.958 0.678
H -0.461 1.593 -0.591
H -2.027 2.270 0.181
*
```

Calculated values
Gap between HOMO and LUMO in eV: 7.95
HOMO energy in eV: -7.27

Here are the Mulliken charges for atoms 1 to 5, given in e: C 0.14; C -1.43; C -1.66; C 0.68; C 2.38



*B*
# C9H16N2

A 2-piece molecular cluster, C9H16N2 overall (ωB97M-V/def2-TZVPD, the Open Molecules 2025 dataset).

```
! RIJCOSX wB97M-V def2-TZVPD def2/J DEFGRID3
* xyz 0 1
C 0.049 -2.553 -0.945
C 0.309 -1.282 -1.529
C 0.694 -1.364 -2.986
C 0.356 -0.096 -0.882
N 0.379 0.329 0.465
C 0.015 -0.684 1.460
C 1.446 1.269 0.703
H 0.970 -3.264 -0.871
H -0.478 -3.236 -1.623
H -0.600 -2.620 0.065
H 0.637 -2.439 -3.181
H 1.626 -0.901 -3.350
H -0.147 -0.944 -3.527
H 0.762 0.735 -1.445
H -0.904 -1.225 1.129
H 0.819 -1.545 1.583
H -0.030 -0.204 2.454
H 1.169 2.084 1.420
H 2.242 0.643 1.147
H 1.752 1.723 -0.204
C -2.780 0.955 -1.006
C -3.110 1.740 0.043
C -2.874 1.359 1.420
N -2.789 1.133 2.544
H -2.737 1.412 -2.021
H -2.145 0.064 -1.024
H -3.629 2.716 -0.158
*
```

Calculated values
SMILES string: CC(C)=CN(C)C.C=CC#N
Gap between HOMO and LUMO in eV: 7.87
HOMO energy in eV: -7.44

Here are the Mulliken charges for atoms 1 to 5, given in e: C -1.34; C 1.41; C -1.49; C -1.00; N 0.41



In order of decreasing stability: *B*, *A*.